Entry P
Computed, not measured: a molecular structure, C40H43ClIN3O5PSe2Ti, with ωB97M-V with the def2-TZVPD basis set.

The orbital gap (spin up / spin down) is 0.2584 / 0.2827 hartree. Its net charge is 0. As for the expectation value of S²: 0.755. Its multiplicity is 2. The LUMO energy (spin up / spin down) comes out at -0.009 / -0.106 eV.

```
97
C40H43ClIN3O5PSe2Ti, DFT ωB97M-V with the def2-TZVPD basis set
Ti -0.779 -0.196 0.305
C 0.746 1.768 3.571
C 0.766 1.043 2.281
O -0.297 0.988 1.713
C 1.984 0.445 1.736
C 3.173 0.566 2.490
C 4.354 0.037 2.071
C 4.395 -0.649 0.827
C 3.279 -0.794 0.065
C 2.035 -0.261 0.508
O 0.985 -0.438 -0.224
H -0.271 2.082 3.774
H 1.393 2.646 3.535
H 1.094 1.125 4.379
H 3.140 1.089 3.439
H 5.244 0.136 2.682
H 5.335 -1.063 0.477
H 3.294 -1.317 -0.882
Se -0.950 2.280 -0.871
P -2.768 2.156 0.349
Se -3.347 0.120 0.902
C -4.121 2.974 -0.563
C -5.435 2.531 -0.409
C -6.476 3.175 -1.072
C -6.213 4.271 -1.887
C -4.904 4.714 -2.048
C -3.859 4.066 -1.395
C -2.647 3.149 1.867
C -3.440 2.860 2.974
C -3.417 3.696 4.090
C -2.605 4.826 4.101
C -1.810 5.118 2.997
C -1.831 4.280 1.884
H -5.642 1.670 0.221
H -7.494 2.815 -0.954
H -7.027 4.778 -2.399
H -4.695 5.563 -2.691
H -2.838 4.397 -1.544
H -4.067 1.978 2.966
H -4.040 3.465 4.949
H -2.591 5.478 4.972
H -1.178 6.001 3.000
H -1.209 4.498 1.024
C -0.548 -7.462 2.179
C -0.566 -6.373 3.227
C -0.935 -6.629 4.537
C -0.897 -5.626 5.497
Cl -1.363 -5.995 7.146
C -0.499 -4.352 5.165
C -0.139 -4.064 3.845
C -0.179 -5.074 2.898
O 0.152 -4.896 1.584
C 0.727 -3.649 1.203
C -0.293 -2.538 1.122
O -1.127 -2.487 0.176
O -0.259 -1.568 1.953
H -0.995 -8.377 2.570
H 0.474 -7.687 1.862
H -1.092 -7.163 1.280
H -1.259 -7.625 4.817
H -0.474 -3.573 5.920
H 0.146 -3.053 3.574
H 1.107 -3.802 0.203
H 1.541 -3.359 1.861
I 1.192 -0.247 -6.625
C 1.815 0.636 -4.866
C 3.143 0.975 -4.670
C 3.501 1.559 -3.463
C 2.515 1.786 -2.513
N 1.228 1.473 -2.703
C 0.889 0.901 -3.863
H 3.881 0.793 -5.442
H 4.530 1.837 -3.263
H 2.765 2.238 -1.555
H -0.163 0.651 -3.985
C -0.136 -2.862 -3.838
C -1.481 -3.169 -3.186
N -2.480 -2.109 -3.349
C -3.605 -2.387 -4.252
C -3.281 -2.139 -5.718
C -2.378 -0.960 -2.621
C -3.431 0.097 -2.808
N -1.386 -0.749 -1.817
H 0.591 -3.642 -3.588
H 0.278 -1.905 -3.506
H -0.226 -2.819 -4.927
H -1.363 -3.375 -2.123
H -1.903 -4.064 -3.642
H -4.458 -1.797 -3.947
H -3.882 -3.429 -4.102
H -2.931 -1.112 -5.869
H -4.164 -2.297 -6.349
H -2.494 -2.817 -6.069
H -4.333 -0.143 -2.240
H -3.696 0.217 -3.862
H -3.038 1.034 -2.437
H -0.762 -1.551 -1.878
```

Entry Q
Computed, not measured: a molecular structure, C40H43ClIN3O5PSe2Ti, with ωB97M-V with the def2-TZVPD basis set.

The orbital gap (spin up / spin down) is 0.2442 / 0.2498 hartree. Its net charge is 0. As for the expectation value of S²: 0.761. Its multiplicity is 2. The LUMO energy (spin up / spin down) comes out at -0.475 / -0.756 eV.

```
97
C40H43ClIN3O5PSe2Ti, DFT ωB97M-V with the def2-TZVPD basis set
Ti -0.154 0.744 0.414
C -3.024 2.519 2.803
C -2.017 1.475 2.417
O -1.561 1.544 1.237
C -1.583 0.461 3.335
C -2.187 0.295 4.598
C -1.829 -0.737 5.428
C -0.842 -1.645 5.029
C -0.200 -1.488 3.822
C -0.540 -0.439 2.957
O 0.099 -0.276 1.830
H -3.124 3.228 1.985
H -2.706 3.048 3.704
H -3.996 2.063 3.001
H -2.958 0.987 4.910
H -2.318 -0.855 6.385
H -0.579 -2.474 5.673
H 0.588 -2.161 3.508
Se -1.798 -1.210 -0.309
P -0.129 -1.619 -1.659
Se 1.513 -0.226 -1.829
C 0.630 -3.232 -1.229
C 1.548 -3.767 -2.129
C 2.137 -4.991 -1.863
C 1.827 -5.668 -0.688
C 0.923 -5.127 0.212
C 0.313 -3.909 -0.061
C -0.858 -2.040 -3.285
C -0.615 -1.269 -4.411
C -1.196 -1.617 -5.623
C -1.999 -2.742 -5.709
C -2.237 -3.519 -4.580
C -1.677 -3.165 -3.365
H 1.800 -3.210 -3.023
H 2.843 -5.413 -2.567
H 2.291 -6.624 -0.482
H 0.698 -5.650 1.133
H -0.410 -3.477 0.621
H 0.047 -0.414 -4.336
H -1.019 -1.012 -6.503
H -2.444 -3.018 -6.656
H -2.864 -4.398 -4.655
H -1.859 -3.752 -2.472
C -4.679 4.135 -4.536
C -4.493 2.697 -4.143
C -5.504 1.759 -4.262
C -5.290 0.442 -3.876
Cl -6.570 -0.719 -4.071
C -4.083 0.049 -3.339
C -3.061 0.981 -3.215
C -3.251 2.288 -3.633
O -2.287 3.251 -3.607
C -1.016 2.891 -3.110
C -0.995 2.689 -1.585
O -1.234 3.611 -0.824
O -0.653 1.494 -1.216
H -5.665 4.303 -4.965
H -3.918 4.426 -5.262
H -4.552 4.777 -3.663
H -6.468 2.056 -4.654
H -3.928 -0.970 -3.008
H -2.129 0.657 -2.775
H -0.367 3.731 -3.358
H -0.639 1.986 -3.597
I -0.226 6.170 2.951
C 0.630 4.836 1.583
C 1.340 5.304 0.490
C 1.895 4.359 -0.357
C 1.660 3.019 -0.120
N 0.928 2.574 0.908
C 0.463 3.480 1.772
H 1.462 6.363 0.312
H 2.495 4.659 -1.205
H 2.081 2.257 -0.763
H -0.069 3.111 2.638
C 2.908 0.504 4.881
C 4.070 0.417 3.892
N 3.994 -0.751 3.032
C 4.824 -1.880 3.429
C 6.303 -1.650 3.115
C 3.277 -0.716 1.861
C 3.172 -1.998 1.084
N 2.670 0.314 1.393
H 2.948 1.454 5.415
H 2.971 -0.305 5.610
H 1.952 0.425 4.365
H 5.006 0.371 4.449
H 4.110 1.324 3.285
H 4.494 -2.777 2.913
H 4.686 -2.049 4.501
H 6.461 -1.620 2.037
H 6.912 -2.450 3.539
H 6.650 -0.704 3.531
H 2.805 -2.818 1.704
H 4.127 -2.288 0.644
H 2.468 -1.830 0.280
H 2.786 1.146 1.964
```

Name the most stable of them. entry P.